(1)
225
Properties=species:S:1:pos:R:3:mulliken_charge:R:1 method="wB97M-V/def2-TZVPD" e_homo_ev=-13.4774 e_lumo_ev=-3.3 energy_ev=-182446.99548 fmax_ev_per_a=4.55 charge=+2
C 4.4274 0.5836 -1.5890 -0.81
P 17.6180 7.6038 -6.1455 1.61
H 3.5869 3.0831 -1.3414 0.33
H 15.7830 1.6083 -2.5754 0.59
H 11.0826 -0.8820 -11.0254 0.32
H 17.2408 10.1806 -4.1724 0.43
H 9.7068 5.9352 -5.5180 0.70
F 8.6814 6.6308 -1.6633 -0.40
C 13.3475 -2.3937 -11.7947 -0.57
C 15.1319 -1.8032 -10.4391 -0.68
H 4.7154 -0.3218 -2.1234 0.30
H 15.4529 11.0680 -1.0073 0.52
C 9.6700 3.1592 -5.8982 -1.74
H 18.3644 9.9817 -12.4047 0.20
H 4.5056 -2.7884 0.8041 0.38
H 14.2254 7.7405 -4.4957 -0.52
C 13.7838 6.8161 -4.1232 0.17
H 12.8828 6.2586 -2.2905 0.42
H 18.9154 12.6300 -7.3145 0.74
H 20.6663 8.3510 -13.6927 0.37
H 5.0684 -0.5442 1.5754 0.33
H 3.8930 0.7825 -4.0769 0.31
F 16.2565 6.8992 -6.7973 -0.50
N 17.5765 1.3514 -4.6975 0.78
H 6.4887 0.8404 -3.3356 0.38
H 15.1170 13.1975 -2.0087 0.50
F 18.8308 8.5726 -5.5409 -0.38
C 11.3486 -0.4612 -10.0557 -0.09
C 16.1005 8.4585 -0.6391 -1.49
C 17.9519 12.0535 -2.1449 -0.27
H 15.9967 10.8000 -7.8369 -0.35
H 20.4547 10.0266 -6.9824 0.54
C 4.5825 -0.6277 0.6033 -0.55
H 17.8278 3.3367 -4.0428 0.33
C 11.4009 6.8272 -3.7246 0.23
C 19.2032 9.2870 -12.3618 0.02
C 20.3334 11.1057 -6.8875 -1.44
H 19.0443 8.5068 -14.3492 0.40
H 19.4064 13.3388 -5.1314 0.18
H 15.8016 12.0799 -8.8754 0.55
H 18.0578 11.5232 -1.1985 0.49
H 14.9610 -2.4218 -9.5581 0.33
C 13.2152 6.1181 -5.2705 0.55
C 3.9818 1.8055 -3.7112 -0.63
H 12.7731 7.9764 -2.5143 0.28
H 17.6220 -0.1630 -6.3171 0.26
C 12.7215 -1.0279 -9.6003 -0.78
C 18.2777 0.5645 -5.8386 -0.54
H 12.4955 -2.2052 -12.4479 0.40
C 13.8960 0.1188 -11.5626 -0.90
H 13.0216 0.3408 -12.1744 0.33
C 15.8522 10.9913 -8.9002 -0.02
H 9.2860 2.5426 -5.0854 0.46
C 20.4140 12.9257 -5.1781 -1.04
C 15.6878 10.7035 -2.0074 -0.74
H 18.0237 13.2375 -9.8166 0.66
H 17.1513 14.3584 -3.9020 0.28
H 20.7652 10.0100 -9.3336 0.49
H 13.8509 2.3447 -1.5802 0.47
H 18.6656 1.1887 -6.6436 0.47
H 10.5445 0.3663 -7.3064 0.04
H 18.3445 1.7858 -2.6715 0.37
H 17.1286 9.4408 -9.5494 0.60
F 11.7204 13.1384 -5.9388 -0.37
H 5.9647 -2.0934 -0.0627 0.32
C 5.1659 0.4922 -0.2500 -0.38
H 4.3157 3.2690 -5.2739 0.37
F 12.5716 4.2438 -7.7300 -0.37
C 4.5931 3.1559 -1.7542 -1.17
H 15.2865 2.7507 -3.8465 0.11
H 10.7780 7.7147 -3.6134 0.38
H 19.4043 -1.2014 -5.0021 0.33
C 10.2636 -0.9432 -9.0609 -0.94
C 10.7190 4.0324 -5.2674 1.35
H 16.1419 -0.1971 -4.2764 0.36
H 16.8524 7.7036 -0.4091 0.41
H 16.0554 8.9185 0.3480 0.42
H 13.2010 -0.2781 -8.9710 0.14
H 15.1233 13.0400 -3.7248 0.10
C 14.5143 10.5032 -9.2616 -1.03
F 17.1296 7.2544 -4.6262 -0.41
F 14.3428 3.8368 -9.1093 -0.44
H 15.6653 -0.9043 -10.1300 0.43
H 20.8859 13.3680 -6.0555 0.32
F 8.5576 5.1750 -3.5078 -0.32
F 10.8779 11.6201 -4.3428 -0.41
C 20.3236 9.8259 -11.3901 -1.12
H 11.7587 3.7320 -5.3966 -0.63
F 8.2286 7.5883 -3.6153 -0.33
C 16.8793 14.1263 -2.8723 -0.74
F 12.8256 10.6426 -4.1917 -0.32
H 10.8560 5.6004 -6.8797 0.60
H 5.2623 3.3067 -0.9072 0.42
H 20.2650 13.9504 -11.1646 0.43
C 20.4782 11.3662 -5.3896 -0.62
H 6.2217 0.2227 -0.2242 0.38
H 20.8131 13.7470 -8.1176 -0.26
H 18.6206 12.5129 -11.2569 0.56
C 6.2525 2.7160 -4.1682 0.26
C 4.9034 -1.9987 0.1667 -1.26
C 13.8730 1.2903 -3.3971 -0.19
N 16.5172 11.7196 -2.7821 0.57
C 14.2953 9.0683 -8.7540 -0.48
H 13.2974 1.1435 -4.3110 0.04
C 19.7934 9.0026 -13.7319 -1.49
H 19.7781 10.7952 -4.7798 0.13
C 19.4468 -0.1376 -5.2363 -0.63
H 17.6511 13.8451 -1.0036 0.37
H 3.3382 0.5950 -1.5504 0.40
H 14.0043 0.9247 -10.8367 0.22
H 14.4636 -3.6551 -13.1078 0.44
H 21.0110 16.3016 -9.6337 0.37
H 6.9068 2.1140 -2.1031 0.53
H 17.4972 9.5196 -1.8024 0.33
C 17.9744 13.5917 -2.0133 -0.62
H 12.3076 8.6194 -5.6538 0.02
C 17.0948 10.5263 -9.6427 -0.91
H 15.2188 8.4906 -8.7142 0.03
F 6.3725 6.0646 -3.8537 -0.36
H 3.5019 -0.5313 0.7086 0.32
H 7.1056 2.5134 -4.8157 0.09
C 15.6819 -2.6438 -11.6566 -0.49
C 20.3669 14.3154 -8.9338 0.10
F 18.1867 7.7564 -7.6717 -0.35
C 13.1893 2.3011 -2.4453 -1.18
C 16.4246 9.3384 -1.8703 0.23
P 18.7464 11.1173 -9.2854 0.66
H 20.0978 9.9204 -14.2350 0.33
H 20.0012 -0.1601 -3.1541 0.40
C 15.7865 13.0800 -2.8608 -0.33
H 14.6454 -1.9320 -13.4339 0.31
C 18.8710 12.6747 -10.2084 -1.26
H 16.3772 8.6725 -2.7320 -0.05
H 10.6234 8.1735 -5.8332 0.48
C 18.3261 0.9756 -3.4006 -0.68
F 12.9204 2.1132 -8.7030 -0.29
F 13.3333 2.2729 -6.4110 -0.53
H 2.9908 2.2017 -3.4900 0.42
P 12.2656 11.7995 -5.1512 1.27
H 13.9833 9.0461 -7.7098 -0.22
H 17.7602 0.1357 -2.9975 0.45
C 16.1088 0.8482 -4.5836 -0.91
H 12.4493 -1.9657 -9.1161 0.56
C 12.7451 7.0278 -3.0504 -1.19
H 13.8719 11.1250 -8.6381 0.32
H 21.2373 9.2543 -11.5529 0.58
H 4.7236 3.9086 -2.5317 0.52
H 20.6546 10.8221 -11.6835 0.33
F 14.8554 4.0159 -6.9015 -0.55
H 13.7696 6.2028 -6.2052 0.52
H 10.0571 2.6161 -6.7603 0.10
H 10.5581 4.1130 -4.1923 0.36
H 14.6756 6.2822 -3.7951 0.85
C 6.2774 1.8374 -2.9489 -0.78
H 21.4954 11.0592 -5.1465 0.50
H 5.2008 1.4298 0.3048 0.33
H 15.1729 7.9373 -0.8757 0.20
H 21.0516 12.7866 -10.2478 0.48
N 13.7502 -1.2178 -10.8663 0.22
H 9.5712 -1.0420 -6.9667 0.45
H 16.5169 -2.0639 -12.0499 0.30
H 15.9280 -3.6830 -11.4385 0.32
C 19.8477 9.8320 -9.8944 -0.96
C 19.6628 0.5567 -3.9023 -0.74
H 11.3539 -1.1347 -7.1120 0.30
H 15.9211 10.9403 -4.8174 0.05
H 22.1804 15.0103 -9.5956 0.34
P 7.5743 6.3467 -2.8240 1.34
F 7.0053 5.1708 -1.8049 -0.40
H 11.9314 7.5778 -7.0981 0.33
H 15.6622 0.9536 -5.5723 0.12
H 17.0810 3.2583 -5.7257 0.23
H 19.4526 8.8518 -9.6275 0.68
H 14.7023 10.6429 -2.4692 0.43
H 13.7042 0.3068 -2.9585 0.45
C 10.4436 -0.6974 -7.5220 -0.83
H 17.5929 11.7505 -4.7904 0.21
H 18.9536 13.9518 -2.3289 0.34
H 13.2986 5.0455 -5.0953 -1.36
H 13.5951 8.4854 -9.3525 0.59
H 4.8776 1.6398 -5.5406 0.38
F 13.7138 11.8844 -5.8255 -0.36
H 14.3410 10.6579 -10.3266 0.41
H 21.6249 15.9020 -8.0765 0.38
F 11.8012 10.7985 -6.2377 -0.31
F 16.8249 9.0150 -6.2826 -0.41
H 8.8660 3.7225 -6.3719 0.47
H 16.5538 15.0378 -2.3710 0.42
H 13.1381 -3.2254 -11.1220 0.40
C 17.8070 2.8545 -5.0201 -1.32
C 20.1822 13.4426 -10.2036 -0.87
C 11.6401 7.8770 -6.0912 -0.86
N 4.8722 1.7656 -2.4468 0.44
H 20.4440 1.3057 -4.0319 0.32
H 4.4191 -2.3052 -0.7604 0.31
H 12.2193 1.8445 -2.2489 0.45
H 10.8598 5.9306 -3.4222 -0.25
C 15.2938 1.7033 -3.5448 -0.17
H 18.7680 11.7886 -2.8172 -0.08
N 11.7380 6.6061 -5.2506 0.66
H 10.0382 -1.9950 -9.2369 0.35
F 6.5311 7.3733 -2.1268 -0.35
C 10.6862 5.5517 -5.8041 -1.56
H 19.4149 14.6338 -8.5091 0.51
H 9.3200 -0.4226 -9.2243 0.42
P 13.8366 3.0605 -7.8146 1.55
H 14.7527 0.0467 -12.2326 0.50
C 21.3594 15.4590 -9.0364 -1.49
H 20.3297 0.0309 -5.8528 0.30
F 12.7834 12.8046 -3.9159 -0.45
H 11.3594 0.6258 -10.1369 0.29
F 18.5760 6.1998 -5.9521 -0.36
C 16.8261 11.1847 -4.2613 -1.10
C 18.9898 11.5622 -7.5204 0.52
H 16.8428 10.6326 -10.6978 0.41
F 15.0774 2.0322 -7.7411 -0.33
H 21.1475 11.4859 -7.5045 0.65
H 18.1710 11.0104 -7.0588 -0.59
H 18.7309 8.3793 -11.9860 0.31
C 4.8335 2.4363 -4.7978 -0.70
C 14.5436 -2.6732 -12.6413 -0.73
H 20.8492 13.3302 -4.2642 0.39
H 18.8160 2.9828 -5.4119 0.58
H 13.0166 3.2707 -2.9123 -0.06
H 6.4569 3.7428 -3.8650 -0.34

(2)
20
Properties=species:S:1:pos:R:3:nbo_charge:R:1 method="wB97M-V/def2-TZVPD" e_homo_ev=-9.3568 relative_energy_ev=2.063 e_lumo_ev=0.8 energy_ev=-8931.94814 smiles="C=CC[C@H](C)N.O" fmax_ev_per_a=2.46 charge=0
C -1.9857 0.2727 0.9442 -0.62
H -1.4656 -1.5188 2.7201 0.34
C 0.5306 -0.3465 0.7121 -0.47
H -2.3952 0.3394 1.9483 0.20
H 1.0258 2.4932 -2.0178 0.47
C 1.2209 -0.6252 -0.5906 -0.14
O 1.6176 3.2414 -1.8441 -0.93
C 0.6270 -0.5014 -1.7715 -0.44
H -1.7389 -2.5860 1.6050 0.36
H 0.6503 0.6892 1.0314 0.22
C -0.9079 -0.8441 0.8798 -0.05
N -1.0344 -1.9107 1.8848 -0.82
H -1.1726 -1.3532 -0.0510 0.18
H -1.5326 1.2098 0.6218 0.21
H 1.2029 -0.3659 -2.6828 0.19
H 2.3047 2.9933 -2.4766 0.46
H -2.8175 0.0722 0.2720 0.21
H -0.4214 -0.7233 -1.9497 0.19
H 2.2954 -0.7433 -0.5646 0.20
H 1.0794 -0.8486 1.5267 0.23

(3)
89
Properties=species:S:1:pos:R:3:mulliken_charge:R:1 method="wB97M-V/def2-TZVPD" e_homo_ev=-1.6749 relative_energy_ev=1.363 e_lumo_ev=3.5 energy_ev=-101180.24114 fmax_ev_per_a=1.20 charge=-2
C 1.1607 -3.9886 2.0826 0.46
H -3.9169 -8.1827 1.5606 0.35
C -2.7178 0.8439 -3.1166 -0.23
C -4.9536 1.2838 1.0927 -1.11
H -4.0425 -6.1775 0.1044 0.42
H 4.0340 -2.4616 1.1070 0.47
H -5.9163 1.8218 -5.0642 0.37
C -3.3081 -0.0573 -3.9850 -0.59
H -3.2548 1.7933 2.3813 0.61
H 4.9263 -4.7615 1.4637 0.33
C -3.2972 2.0940 -2.9472 0.11
H -2.3744 -8.1783 3.5002 0.37
C 3.0230 -5.5457 2.0795 -0.53
H -0.0261 -1.2707 7.7913 0.34
H 1.1787 -0.1420 -3.1898 0.22
C -2.5654 -5.0914 1.2163 -0.58
H 1.0168 1.2210 -2.3218 0.19
C 3.8764 -4.5454 1.6326 -0.48
C 3.3792 -3.2668 1.4185 -0.55
C 1.3951 1.5763 2.9824 0.45
C -4.4394 2.4561 -3.6474 -0.39
H -0.3294 -0.8558 3.5518 0.15
C -5.0234 1.5480 -4.5154 -0.43
C -0.1896 -1.7101 6.8128 -0.38
H 2.8765 2.3531 1.6403 0.25
C -4.9693 -2.9643 -0.3350 -0.76
C -3.2979 -7.3158 1.7655 -0.49
H -0.9660 -6.2386 3.9493 0.13
C 1.6831 -5.2611 2.3076 -0.23
C -4.4606 0.2892 -4.6836 -0.55
O 1.7369 1.6952 4.1757 -0.81
C -4.4568 1.6734 -0.3060 0.51
C -1.6759 -5.0637 2.2941 0.71
H -4.0918 3.8043 -0.0721 0.55
H -6.3401 -4.4120 0.4610 0.34
H -5.6325 0.4330 0.9840 0.31
C -0.3583 -1.4917 4.4295 0.17
C -4.0451 -1.9741 -0.0391 -0.54
H -2.7647 2.7759 0.4690 -0.04
C -3.8727 0.9340 2.1127 -1.19
K -0.0478 1.2825 0.2775 0.98
H -0.6965 -4.7179 5.3693 -0.01
C -3.3614 -6.1952 0.9485 -0.51
C -0.1567 -0.9145 5.6758 -0.85
C -5.6314 -3.6254 0.6909 -0.56
C -3.7927 -1.6496 1.2810 1.09
C 2.3021 -0.0843 -1.4750 -0.41
O -2.1013 0.1330 0.3543 -0.48
H -3.9238 0.8321 -0.7381 -0.49
C -1.6366 -6.2014 3.1009 -0.07
H -4.8677 3.4429 -3.5113 0.38
C -0.5662 -3.6446 5.4330 -0.24
H 3.3958 0.9743 2.6272 0.29
C 2.0350 -2.9962 1.6328 -0.59
Si -0.6289 -3.4549 2.4567 -0.26
C -0.4003 -3.0774 6.6897 -0.74
C -2.4319 -7.3121 2.8491 -0.88
C 2.5929 1.3466 1.9862 -0.56
H 3.4042 -6.5472 2.2549 0.37
O 2.3830 2.1434 -0.7018 -0.79
H -4.1530 -2.1122 3.3403 0.35
H -2.8700 -1.0389 -4.1119 0.45
H -4.9168 -0.4205 -5.3618 0.36
H -5.8272 -3.8659 2.8138 0.38
H 3.2048 0.0128 -2.0991 0.37
H -0.4138 -3.7069 7.5748 0.37
O 0.2309 1.7080 2.5256 -0.74
H 0.0814 0.1415 5.7272 0.42
C -5.3511 -3.3122 2.0140 -0.52
H -5.5539 2.1035 1.5112 0.50
H 1.0293 -6.0553 2.6554 0.17
H -2.6264 -4.2063 0.5923 0.44
H -1.8211 0.5923 -2.5593 0.65
C 2.4357 0.9341 -0.3255 0.09
N 1.0846 0.2086 -2.2436 -0.43
C -0.5584 -2.8665 4.2732 0.62
H -3.4805 -1.4638 -0.8096 0.42
N 2.4575 0.4285 0.8741 -0.23
H -5.1571 -3.2333 -1.3675 0.36
C -4.4232 -2.3263 2.3130 -0.97
C -3.5429 2.8836 -0.2872 -0.55
H 2.2493 -1.0968 -1.0751 0.11
H 1.6728 -1.9845 1.4877 0.29
O -1.1833 2.6874 -1.5546 -0.48
O -1.1619 -2.3385 1.5059 -0.24
S -2.5270 3.2432 -1.7911 -0.03
H -5.3283 1.8782 -0.9361 0.55
H -4.3359 0.5879 3.0404 0.66
S -2.6112 -0.3467 1.6563 1.00